1.
{
  "formula": "C40H46N3O8PS2SbV",
  "method": "ωB97M-V/def2-TZVPD",
  "e_homo_ev": [-2.6, -5.1],
  "energy_ev": -126266.099,
  "total_charge": -1,
  "multiplicity": 4,
  "e_above_lowest_ev": 0.261,
  "orbital_gap_ha": [0.162, 0.274],
  "species": ["V", "O", "S", "O", "O", "C", "C", "C", "C", "C", "C", "S", "O", "O", "O", "H", "H", "H", "H", "O", "C", "O", "C", "P", "C", "C", "C", "C", "C", "C", "C", "C", "C", "C", "C", "C", "H", "H", "H", "H", "H", "H", "H", "H", "H", "H", "H", "H", "C", "C", "N", "C", "C", "C", "C", "C", "C", "C", "C", "N", "C", "N", "H", "H", "H", "H", "H", "H", "H", "H", "H", "C", "C", "C", "Sb", "C", "C", "C", "C", "C", "C", "H", "H", "H", "H", "H", "H", "H", "H", "H", "H", "H", "H", "H", "H", "H", "H", "H", "H", "H", "H", "H"],
  "coordinates": [[-0.0198, 0.3462, 0.3142], [3.8524, -1.5677, 0.8827], [3.1338, -0.4347, 1.4108], [3.8168, 0.8274, 1.4077], [1.7821, -0.3572, 0.7747], [2.7428, -0.8869, 3.1101], [3.6233, -1.7954, 3.6845], [3.4365, -2.2455, 4.9829], [2.3455, -1.8048, 5.7162], [1.4603, -0.8998, 5.1546], [1.6503, -0.4271, 3.8624], [0.4949, 0.8317, 3.3237], [1.2914, 1.8371, 2.6534], [-0.2216, 1.2399, 4.5024], [-0.4314, 0.1643, 2.3461], [4.4531, -2.1539, 3.0900], [4.1423, -2.9464, 5.4107], [2.1796, -2.1572, 6.7272], [0.6158, -0.5268, 5.7176], [-3.9333, -0.3809, 0.4637], [-2.8077, -0.5637, 0.0665], [-1.9129, 0.3787, -0.1475], [-2.3191, -1.9744, -0.2814], [-0.5753, -2.1127, 0.2394], [-0.5635, -2.9357, 1.8470], [0.5919, -3.6048, 2.2486], [0.6591, -4.1742, 3.5102], [-0.4159, -4.0638, 4.3832], [-1.5589, -3.3789, 3.9934], [-1.6348, -2.8138, 2.7276], [0.2416, -3.2610, -0.8966], [-0.2234, -4.5705, -1.0465], [0.3878, -5.4239, -1.9501], [1.4684, -4.9763, -2.7071], [1.9431, -3.6843, -2.5519], [1.3335, -2.8266, -1.6420], [-2.3029, -2.0446, -1.3716], [-2.9947, -2.7314, 0.1051], [1.4403, -3.6774, 1.5746], [1.5607, -4.6892, 3.8169], [-0.3569, -4.5012, 5.3722], [-2.3924, -3.2750, 4.6764], [-2.5221, -2.2599, 2.4412], [-1.0599, -4.9178, -0.4504], [0.0246, -6.4373, -2.0670], [1.9422, -5.6440, -3.4175], [2.7836, -3.3288, -3.1349], [1.7194, -1.8231, -1.5107], [0.1774, 0.1579, -4.0168], [-0.2639, 0.1640, -2.7036], [0.5924, 0.5012, -1.6919], [1.8558, 0.8016, -1.9829], [2.4018, 0.8106, -3.2848], [1.4811, 0.4790, -4.3266], [3.7554, 1.2036, -3.4090], [4.6490, 1.2244, -4.4763], [4.6705, 0.5568, -5.7266], [5.7063, 0.8360, -6.6617], [5.7423, 0.1378, -7.8330], [4.8430, -0.8176, -8.1578], [3.9143, -1.0161, -7.2253], [3.7672, -0.4120, -6.0549], [-0.5216, -0.0986, -4.8023], [-1.2797, -0.0658, -2.4252], [2.4988, 1.0409, -1.1429], [1.8230, 0.4553, -5.3490], [4.1593, 1.6198, -2.4877], [5.5545, 1.7943, -4.2852], [6.4506, 1.5917, -6.4413], [6.5188, 0.3305, -8.5673], [3.1769, -1.7851, -7.4506], [-1.8084, 3.8938, 2.8403], [-0.5177, 4.3024, 2.1266], [-0.3509, 5.8147, 2.0126], [-0.3799, 3.1776, 0.2862], [-2.1984, 3.7073, -0.7630], [-2.0950, 3.2244, -2.2088], [-2.6171, 5.1738, -0.6905], [1.2116, 4.0987, -0.8464], [1.0107, 5.5413, -1.3022], [2.5127, 3.9129, -0.0595], [-1.8811, 4.4086, 3.8048], [-1.8299, 2.8211, 3.0437], [-2.6998, 4.1475, 2.2645], [0.3196, 3.9025, 2.6967], [-1.1120, 6.2804, 1.3869], [0.6255, 6.0831, 1.6089], [-0.4269, 6.2634, 3.0101], [-2.9470, 3.0955, -0.2560], [-1.3151, 3.7577, -2.7594], [-3.0417, 3.3959, -2.7319], [-1.8699, 2.1598, -2.2617], [-1.8680, 5.8319, -1.1344], [-2.7927, 5.5065, 0.3288], [-3.5503, 5.3181, -1.2480], [1.2572, 3.4665, -1.7364], [0.8837, 6.2245, -0.4612], [0.1440, 5.6478, -1.9549], [1.8899, 5.8737, -1.8663], [2.5461, 4.5832, 0.8041], [3.3728, 4.1477, -0.6942], [2.6455, 2.8960, 0.3197]],
  "mulliken_spin": [2.086, -0.001, -0.012, -0.001, -0.018, 0.000, 0.000, 0.000, 0.001, -0.001, -0.001, 0.000, -0.002, 0.001, -0.014, 0.000, 0.000, 0.000, 0.000, 0.001, 0.003, 0.010, 0.004, 0.011, 0.000, 0.002, 0.001, -0.002, 0.001, -0.002, -0.019, -0.001, 0.000, 0.002, 0.012, 0.000, -0.002, -0.002, 0.000, 0.000, 0.000, 0.000, -0.002, 0.000, 0.000, 0.000, 0.001, 0.019, -0.088, 0.335, -0.124, 0.073, -0.051, 0.230, -0.005, 0.216, 0.060, 0.060, 0.016, 0.104, -0.034, 0.086, -0.006, 0.026, 0.011, 0.055, 0.001, 0.019, 0.005, 0.002, -0.003, 0.000, 0.002, -0.005, -0.049, 0.002, -0.011, -0.004, -0.003, -0.005, 0.016, 0.000, -0.001, 0.000, 0.001, 0.001, 0.000, 0.000, -0.002, 0.000, 0.000, 0.003, 0.000, 0.000, 0.000, -0.003, 0.001, 0.000, 0.000, 0.001, 0.000, -0.006]
}

2.
{
  "formula": "C24H30F4LuN4O3S",
  "method": "ωB97M-V/def2-TZVPD",
  "e_homo_ev": -2.9,
  "energy_ev": -92804.805,
  "total_charge": -1,
  "multiplicity": 1,
  "e_above_lowest_ev": 0.000,
  "orbital_gap_ha": 0.209,
  "species": ["Lu", "C", "C", "N", "C", "C", "C", "C", "N", "C", "C", "F", "C", "F", "C", "C", "F", "C", "F", "H", "H", "H", "H", "H", "H", "H", "H", "H", "H", "H", "H", "H", "H", "H", "C", "C", "O", "O", "H", "H", "H", "C", "O", "C", "C", "H", "H", "H", "H", "H", "H", "N", "C", "N", "C", "C", "C", "C", "C", "C", "S", "H", "H", "H", "H", "H", "H"],
  "coordinates": [[-0.1750, 0.0389, -1.2728], [-0.2011, 0.0230, 3.9710], [1.0754, -0.5591, 3.3793], [1.4503, -0.0087, 2.0800], [2.5836, -0.7733, 1.5699], [2.9990, -0.4125, 0.1603], [1.7406, 1.4225, 2.1367], [0.7548, 2.3077, 1.3868], [0.7185, 2.0842, -0.0486], [0.3061, 3.1212, -0.7860], [0.3646, 2.9731, -2.1950], [0.8583, 1.7634, -2.6222], [-0.0103, 3.8980, -3.1288], [0.1269, 3.5978, -4.4344], [-0.5111, 5.1323, -2.7473], [-0.6126, 5.3256, -1.3812], [-1.1296, 6.4899, -0.9304], [-0.2356, 4.3939, -0.4359], [-0.4771, 4.7312, 0.8605], [-0.2428, -0.1616, 5.0459], [-1.0919, -0.4276, 3.5339], [-0.2666, 1.0992, 3.8232], [0.9528, -1.6367, 3.2449], [1.9059, -0.4250, 4.0997], [2.3068, -1.8276, 1.6005], [3.4558, -0.6506, 2.2437], [2.1906, -0.5567, -0.5628], [3.8123, -1.0650, -0.1615], [3.3297, 0.6198, 0.0612], [2.7521, 1.6106, 1.7658], [1.7454, 1.7566, 3.1853], [1.0615, 3.3345, 1.6134], [-0.2349, 2.1707, 1.8410], [-0.8224, 5.8772, -3.4589], [0.5742, -1.3870, -5.0573], [0.3593, -0.8351, -3.6745], [-0.7712, -0.3407, -3.3785], [1.2821, -0.8882, -2.8191], [0.1595, -2.3953, -5.0883], [1.6347, -1.4399, -5.2892], [0.0398, -0.7822, -5.7861], [-3.9382, 0.0211, -1.3447], [-2.6568, 0.6192, -1.2185], [-2.0482, 0.6981, 0.0797], [-2.7272, 1.7344, 0.9579], [-4.6644, 0.4881, -0.6675], [-3.8699, -1.0547, -1.1586], [-4.2668, 0.1754, -2.3723], [-3.7229, 1.9871, 0.5756], [-2.1652, 2.6673, 1.0143], [-2.8584, 1.3855, 1.9887], [-2.0954, -0.6670, 0.7447], [-1.6717, -1.8228, -0.2947], [-0.2032, -1.8745, -0.2628], [0.2894, -3.0801, 0.1276], [1.6095, -3.5225, -0.0184], [1.9863, -4.7721, 0.4637], [1.0763, -5.6159, 1.0801], [-0.2593, -5.2141, 1.1843], [-0.6404, -3.9880, 0.6965], [-2.2667, -3.3303, 0.5342], [-1.3989, -0.6448, 1.4953], [-2.9925, -0.9376, 1.1716], [2.3236, -2.8901, -0.5244], [3.0157, -5.0919, 0.3403], [1.3830, -6.5880, 1.4436], [-0.9959, -5.8800, 1.6197]],
  "lowdin_charge": [1.766, -0.079, -0.261, -0.169, -0.266, -0.092, -0.196, -0.233, -0.050, -0.228, -0.149, -0.013, -0.233, 0.079, 0.030, -0.233, 0.065, -0.143, 0.041, 0.071, 0.054, 0.059, 0.116, 0.114, 0.089, 0.120, 0.015, 0.081, 0.066, 0.108, 0.114, 0.113, 0.085, 0.118, 0.006, -0.711, -0.131, -0.123, 0.086, 0.077, 0.079, -0.102, -0.288, -0.502, -0.059, 0.078, 0.063, 0.090, 0.067, 0.048, 0.069, -0.046, -0.592, -0.202, -0.356, -0.063, -0.126, -0.144, -0.134, -0.499, 0.904, 0.099, 0.102, 0.089, 0.089, 0.080, 0.093]
}

3.
{
  "formula": "C20H42N7O5",
  "method": "ωB97M-V/def2-TZVPD",
  "e_homo_ev": -10.6,
  "energy_ev": -42075.493,
  "total_charge": 1,
  "multiplicity": 1,
  "e_above_lowest_ev": 6.944,
  "orbital_gap_ha": 0.216,
  "species": ["N", "N", "C", "C", "C", "C", "C", "H", "H", "H", "H", "H", "H", "H", "C", "O", "N", "C", "C", "H", "H", "H", "H", "H", "H", "H", "C", "O", "N", "C", "C", "H", "H", "H", "H", "H", "H", "H", "C", "O", "N", "C", "C", "H", "H", "H", "H", "H", "H", "H", "C", "O", "N", "C", "C", "H", "H", "H", "H", "H", "H", "H", "C", "O", "N", "C", "C", "H", "H", "H", "H", "H", "H", "H"],
  "coordinates": [[4.0222, -5.2068, -0.8042], [2.6701, -4.7932, -0.7884], [2.3998, -3.3042, -0.7787], [0.8291, -2.8155, -0.7086], [-0.3887, -3.9209, -0.6431], [0.0011, -5.5145, -0.7000], [1.6193, -5.8937, -0.7695], [4.5187, -4.8235, -1.6406], [4.4252, -4.6958, 0.0383], [3.2824, -2.5349, -0.8198], [0.5611, -1.6558, -0.6991], [-1.4981, -3.5508, -0.5601], [-0.8608, -6.3373, -0.6501], [1.9059, -7.0332, -0.8005], [-1.4313, 0.3933, 0.8089], [-0.2697, 0.0503, 0.9876], [-1.9576, 0.8448, -0.3825], [-3.3467, 1.2321, -0.5103], [-1.0966, 0.9353, -1.5438], [-2.1724, 0.3643, 1.6247], [-3.8210, 0.6016, -1.2679], [-3.3942, 2.2798, -0.8206], [-3.8772, 1.1141, 0.4385], [-0.6915, -0.0567, -1.7651], [-0.2670, 1.6127, -1.3201], [-1.6526, 1.3072, -2.4087], [5.0516, -5.2655, -4.3516], [5.6087, -4.1753, -4.3622], [4.6580, -5.9733, -5.4671], [4.0028, -7.2604, -5.3678], [4.9066, -5.4144, -6.7801], [4.8144, -5.7819, -3.4068], [4.6109, -8.0074, -5.8861], [3.0190, -7.1934, -5.8410], [3.8793, -7.5598, -4.3234], [5.9825, -5.2579, -6.9027], [4.3990, -4.4482, -6.8578], [4.5409, -6.0863, -7.5613], [-3.4557, 4.3327, 1.2170], [-4.5524, 3.8650, 1.4955], [-2.3803, 4.4155, 2.0754], [-1.1137, 4.9848, 1.6664], [-2.5192, 3.9183, 3.4288], [-3.2405, 4.7392, 0.2150], [-0.3339, 4.2253, 1.7734], [-0.8863, 5.8396, 2.3098], [-1.1497, 5.3183, 0.6256], [-2.7785, 2.8559, 3.3932], [-3.3279, 4.4617, 3.9267], [-1.5883, 4.0516, 3.9865], [2.1964, 5.9380, 1.1111], [1.2417, 6.3776, 0.4831], [3.2452, 6.6871, 1.6001], [4.3392, 6.0882, 2.3351], [3.2555, 8.1177, 1.3728], [2.2894, 4.8637, 1.3405], [4.3819, 6.5359, 3.3323], [5.2734, 6.2864, 1.8021], [4.2034, 5.0076, 2.4322], [2.3567, 8.5554, 1.8174], [3.2436, 8.3072, 0.2953], [4.1449, 8.5728, 1.8169], [-5.4997, -1.4410, 1.7398], [-4.4726, -1.9339, 1.2915], [-5.6517, -0.9266, 3.0097], [-6.9041, -0.3597, 3.4634], [-4.5253, -0.9528, 3.9200], [-6.4173, -1.3703, 1.1327], [-6.7384, 0.6846, 3.7434], [-7.2526, -0.9235, 4.3334], [-7.6640, -0.4047, 2.6784], [-3.6972, -0.3903, 3.4783], [-4.2087, -1.9900, 4.0652], [-4.7969, -0.5125, 4.8832]],
  "lowdin_charge": [0.047, -0.195, 0.079, 0.043, 0.032, 0.021, 0.082, 0.089, 0.134, 0.149, 0.092, 0.121, 0.124, 0.140, -0.317, -0.023, -0.191, -0.052, -0.044, 0.121, 0.094, 0.083, 0.083, 0.068, 0.096, 0.095, -0.339, 0.005, -0.206, -0.062, -0.041, 0.103, 0.095, 0.091, 0.081, 0.099, 0.096, 0.093, -0.342, -0.007, -0.200, -0.078, -0.048, 0.131, 0.084, 0.094, 0.082, 0.080, 0.095, 0.090, -0.323, -0.004, -0.208, -0.065, -0.046, 0.128, 0.091, 0.091, 0.084, 0.095, 0.095, 0.090, -0.331, -0.023, -0.204, -0.058, -0.044, 0.132, 0.094, 0.092, 0.088, 0.074, 0.094, 0.093]
}

4.
{
  "formula": "C3H13N2Si",
  "method": "ωB97M-V/def2-TZVPD",
  "e_homo_ev": -13.5,
  "energy_ev": -14170.855,
  "total_charge": 1,
  "multiplicity": 1,
  "e_above_lowest_ev": 2.934,
  "orbital_gap_ha": 0.372,
  "species": ["C", "N", "C", "Si", "N", "C", "H", "H", "H", "H", "H", "H", "H", "H", "H", "H", "H", "H", "H"],
  "coordinates": [[-2.4925, 0.0062, 0.5019], [-1.5193, 0.2553, -0.4772], [-0.0067, -0.0347, 0.1518], [0.6407, -1.8617, 0.1677], [0.7670, 0.9452, -0.5384], [2.1265, 1.2196, -0.1385], [-2.3918, 0.6372, 1.3529], [-3.4524, 0.3834, 0.0354], [-2.5607, -1.1415, 0.6360], [-1.7428, -0.3259, -1.2423], [-0.1546, 0.3654, 1.1348], [1.7772, -2.0574, -0.7110], [-0.5055, -2.7676, -0.0762], [1.2024, -2.1673, 1.5022], [0.6777, 0.7592, -1.5437], [0.2555, 1.9322, -0.5207], [2.0177, 1.6572, 0.8826], [2.7714, 0.2987, -0.2424], [2.5902, 1.8964, -0.8749]],
  "lowdin_charge": [-0.173, -0.098, -0.401, 0.740, -0.109, -0.027, 0.074, 0.115, 0.112, 0.078, 0.101, -0.076, -0.053, -0.060, 0.179, 0.238, 0.131, 0.112, 0.118]
}

5.
{
  "formula": "C2H4INO2",
  "method": "ωB97M-V/def2-TZVPD",
  "e_homo_ev": [-6.3, -9.5],
  "energy_ev": -15817.774,
  "total_charge": 0,
  "multiplicity": 3,
  "e_above_lowest_ev": 4.478,
  "orbital_gap_ha": [0.248, 0.241],
  "species": ["C", "C", "N", "O", "O", "I", "H", "H", "H", "H"],
  "coordinates": [[-0.1826, 0.0268, -0.0841], [0.7875, -0.8981, 0.6783], [0.1130, 1.4312, 0.2887], [-0.9849, 0.6951, 0.8024], [-0.6233, -0.4097, -1.2750], [-0.3736, 2.7845, -1.1784], [0.2766, -0.9194, 1.6639], [0.8314, -1.7791, 0.0005], [1.7793, -0.4218, 0.4703], [-1.6233, -0.5094, -1.3667]],
  "mulliken_spin": [0.019, -0.010, 0.643, 0.094, 0.003, 1.235, -0.001, 0.002, 0.007, 0.007]
}

6.
{
  "formula": "C7H9N",
  "method": "ωB97M-V/def2-TZVPD",
  "e_homo_ev": -7.8,
  "energy_ev": -8892.591,
  "total_charge": 0,
  "multiplicity": 1,
  "e_above_lowest_ev": 2.566,
  "orbital_gap_ha": 0.323,
  "species": ["C", "N", "C", "C", "C", "C", "C", "C", "H", "H", "H", "H", "H", "H", "H", "H", "H"],
  "coordinates": [[-2.7575, 0.3588, 0.0803], [-1.8199, -0.5675, -0.1321], [-0.4004, -0.2624, -0.0205], [-0.0263, 1.0531, -0.0005], [1.3324, 1.3533, -0.0323], [2.2762, 0.2738, 0.0398], [1.8538, -1.0060, 0.0419], [0.5669, -1.2690, 0.0081], [-3.8171, -0.2175, -0.0417], [-2.5892, 1.0429, 1.0640], [-2.7114, 1.0971, -0.6339], [-2.2160, -1.6000, 0.0080], [-0.7293, 1.7293, 0.0239], [1.7598, 2.3622, -0.2805], [3.3188, 0.7747, 0.0609], [2.6145, -1.8686, 0.0075], [0.0391, -2.3572, 0.0160]],
  "lowdin_charge": [-0.229, -0.108, -0.238, -0.052, -0.062, -0.121, -0.168, -0.084, 0.143, 0.127, 0.033, 0.182, 0.038, 0.115, 0.125, 0.140, 0.159]
}